# 1
This record from the Open Molecules 2025 dataset describes a cluster of 10 separate species, C26H72O10 in total at a distorted geometry. The level of theory is ωB97M-V/def2-TZVPD.

Geometry as ORCA input:
```
! wB97M-V def2-TZVPD RIJCOSX def2/J DEFGRID3
* xyz 0 1
H 14.84861 12.38918 13.52214
O 14.56279 14.02746 13.82738
H 7.45925 17.94396 12.35626
H 15.50287 19.79490 11.28688
H 13.68405 10.45541 9.18348
H 7.72640 10.59824 9.30573
H 6.53662 14.91726 10.68926
H 10.67469 17.87564 6.14792
C 13.00787 20.00106 10.94018
H 13.27780 16.67463 7.38002
H 16.79401 13.29120 12.72186
C 7.91464 16.11062 11.38096
H 9.81565 16.97662 11.85178
H 16.01607 14.25718 11.56450
H 12.75013 8.40048 9.79538
C 11.00577 18.11279 8.24156
C 6.96493 17.28989 11.63798
O 16.66861 15.32208 8.65736
C 8.79064 10.56522 9.07246
O 12.22361 13.99632 8.21960
C 15.56965 9.76914 12.11380
H 8.46773 12.28974 11.09696
H 13.33214 10.33868 7.49756
C 11.39622 14.91804 13.45010
O 14.79331 11.43084 13.53346
H 11.48496 19.09088 8.28402
H 11.03420 14.36250 15.52580
O 7.35371 15.30094 10.36252
C 16.17253 14.84498 7.44258
H 11.36742 12.60308 8.83926
H 10.10821 11.72572 11.34236
H 13.66240 6.94156 9.26816
H 15.51786 9.39777 11.09032
H 6.81298 17.83354 10.70554
H 11.83175 15.07198 9.87628
H 16.19159 14.95218 14.54432
C 11.31025 15.24050 14.94184
C 15.66528 14.84550 13.59578
H 12.75294 17.20020 11.33632
H 9.38438 9.85000 9.64170
C 13.26171 7.90962 8.96747
H 11.86016 15.73182 12.89274
C 13.93368 18.82126 10.51398
C 11.17698 17.35544 6.96352
H 14.54955 7.14490 7.13476
H 17.36883 15.04162 12.40554
H 11.36535 17.48565 9.05732
O 10.70374 15.97904 7.08546
H 9.94362 18.23510 8.45364
H 17.81183 15.74512 6.35236
H 11.81395 14.71050 7.72592
O 12.58387 15.57908 15.39276
H 13.37963 20.82469 10.33067
H 16.76149 16.27092 8.54480
H 8.98527 12.59314 8.56612
H 14.23795 13.28036 9.80158
H 14.87778 11.65430 11.51382
H 16.55331 10.17480 12.35036
C 14.42317 8.62386 8.38156
H 8.08977 15.49510 12.26332
C 13.07937 10.52956 12.28954
C 9.27979 16.54790 11.00494
C 17.28584 14.79514 6.44706
H 10.64726 16.08114 15.14650
C 12.69328 17.27076 6.67926
H 15.24998 8.46100 9.07292
H 12.66346 10.35880 11.29660
H 13.74292 18.53112 9.48078
C 9.48242 11.91074 9.25552
H 8.71970 10.31264 8.01450
H 10.37022 14.84892 13.08864
H 13.04650 9.62246 12.89302
H 17.95047 13.99036 6.76124
C 12.69791 14.67398 9.34763
H 16.93467 14.52880 5.45016
H 9.74797 15.92894 7.16018
H 12.88840 16.84082 5.69682
H 12.52368 15.55148 16.35046
H 15.01379 10.66880 8.10277
C 16.54815 14.33234 12.51284
H 13.73898 14.22048 11.23672
O 14.82580 8.06422 7.12410
H 15.32115 15.42158 7.08092
C 9.48429 12.35674 10.70940
H 9.21182 17.23150 10.15866
H 14.42790 16.81820 11.05046
O 10.87704 11.78472 8.94604
H 14.03813 17.83104 12.45530
H 5.98349 16.94490 11.96334
H 15.41070 8.98840 12.85762
H 13.14250 18.26384 6.68770
H 15.38598 15.89228 13.47612
H 13.19275 20.31186 11.96844
C 14.57911 10.90176 12.24358
O 15.27027 19.34880 10.46926
C 13.76422 17.59674 11.42662
H 11.92131 13.97574 13.29382
H 12.49798 7.64538 8.23603
H 9.82343 13.38378 10.84452
C 13.39339 13.71996 10.33222
H 12.45356 11.28112 12.77082
H 13.36631 15.50780 9.13292
H 15.80827 13.84250 7.66724
C 14.09458 10.09900 8.23874
H 13.90533 14.48254 14.35864
H 11.99475 19.63480 10.77418
H 12.63209 13.00198 10.63720
H 9.83210 15.72874 10.54446
*
```

orbital gap	9.37	eV
SMILES string	CC(C)O.CC(C)O.CC(C)O.CC(C)O.CC(C)O.CC(C)O.CCO.CCO.CCO.CCO
relative energy (zero: lowest compared OMol25 entry of this formula, charge and spin)	103.7	kJ/mol


# 2
This record from the Open Molecules 2025 dataset describes a cluster of 9 separate species, C26H74F6N6O8P in total at a distorted geometry. The level of theory is ωB97M-V/def2-TZVPD.

Geometry as ORCA input:
```
! wB97M-V def2-TZVPD RIJCOSX def2/J DEFGRID3
* xyz -1 1
O 6.06597 1.46130 3.94698
C -0.20226 -0.14357 -4.61425
C 5.31024 2.66280 4.09325
H 2.80469 1.52132 4.57043
H -2.01305 -3.35898 -5.86074
H 7.99984 0.96257 3.45111
H 7.57110 2.56819 3.03105
C -3.46151 -0.86310 2.67441
H 7.69632 -3.10215 0.74161
H -6.83675 4.79301 -1.48291
F -0.64917 2.06524 0.69254
O -2.94300 0.14597 4.88573
H 5.05624 0.43177 -1.84352
N -5.78413 5.24785 -3.27634
H -0.78667 -2.47920 1.84758
O 6.43709 -1.45635 1.10025
H -4.40744 2.38604 1.32161
H -1.55680 -0.83127 3.31333
H 0.52024 -2.05826 1.06944
H -1.64321 5.40006 -0.42610
H 0.60477 4.71357 -2.06745
H 0.80790 -5.15628 -0.80737
H -3.94812 -3.02166 2.68850
C -4.24796 -2.10743 2.16578
H 1.60714 -3.55324 -0.56807
H -2.80892 2.05891 5.55115
H -1.58436 -4.33828 -0.95220
H 3.56050 -6.35130 0.74090
H 3.74266 4.74518 3.24738
H -3.42862 3.83918 0.94145
H -0.54903 -4.76699 1.19057
H -1.25278 0.16632 -4.56780
H 2.49148 1.36002 2.98776
H -4.34565 5.10429 -1.13090
C 4.04975 2.54110 3.25488
N 3.70220 -0.70139 0.99082
O -3.72521 -1.36129 -1.09210
H 0.42362 -3.58256 -6.18576
H 8.27302 -1.77545 1.87096
H -0.33374 -2.55268 -3.44510
F 1.47509 0.32847 -1.01508
H 2.35474 3.83881 2.72278
H 0.49291 0.50901 -5.13877
O -0.21418 -1.43747 -5.18224
N 3.24679 1.38454 3.66820
H -1.28005 -5.00221 -3.37825
C 3.18900 3.82048 3.43642
H -6.59726 5.27718 -3.89043
H 3.75586 -1.33646 -0.90840
H -2.48803 0.23534 -1.61032
N -0.11488 -4.29040 -5.68769
H -0.34263 4.31192 -0.01238
C -6.10263 4.34599 -2.16412
H 5.88716 3.56991 3.89587
C -4.00104 2.99780 0.51928
H 2.94525 -0.05672 0.78749
H -1.33900 3.86026 -1.33362
H 4.10910 1.23858 -0.57518
C -3.72504 -0.77167 4.17286
H -4.38151 1.54867 4.99124
C -0.89413 4.73617 -0.85231
H -3.25581 2.50452 -0.11808
C 4.49766 -0.85142 -0.25915
C 7.16284 1.54444 3.06810
H 0.48244 -4.48131 -4.87924
H 3.08522 -5.59139 -0.88547
H -3.67568 -1.74349 4.66331
H -0.67508 -2.74959 -1.08654
H -5.30524 -1.91000 2.33789
H 5.82585 0.88274 -0.31307
N 0.13399 -2.85195 1.58471
H 4.29706 2.45408 2.19697
H -7.11783 2.54806 -1.85669
H 5.36408 -2.86119 -0.03482
H -5.71841 6.22965 -3.01574
H 6.84830 1.31732 2.04750
H 3.87861 -4.73260 0.48011
H 6.27300 -1.76295 -0.94794
H -1.92015 -2.83729 0.04330
H -4.77224 -0.43047 4.25992
O 1.93701 -5.09814 0.82979
C -0.18401 -3.90739 0.61948
H 3.30881 -1.59601 1.25710
H -4.04341 3.59487 -1.95918
H -3.32110 -0.53216 -2.93895
H -5.93234 2.33963 -3.06755
N -2.03600 -0.94667 2.42360
O -5.11256 3.44413 -0.21342
H 8.23653 -1.58264 0.10393
C -1.17403 -3.47444 -0.43188
C -0.91963 -2.35256 -4.36005
H -7.48952 3.15720 -3.46488
C 7.72431 -2.03115 0.96786
P 0.42122 1.22012 -0.20307
F -0.57001 -0.07487 -0.03407
C -1.28547 -3.63168 -5.08927
C 5.66205 -1.80450 -0.03047
O -0.09621 5.34010 -1.86434
H -2.78220 -4.00149 -3.64429
H -3.80315 -1.02810 -0.18948
F 1.15832 0.84368 1.20151
H 0.16474 -0.06987 -3.57940
C 1.09244 -4.38637 -0.07768
H -3.92112 -0.02567 2.13712
H -3.97295 -2.37504 1.14711
C 3.14273 -5.50281 0.19665
C -1.98092 -4.58268 -4.09973
H -3.03730 2.00175 3.83097
H -1.79993 -1.84056 -3.93694
H -4.20664 0.52971 -2.02913
H 5.03603 2.68525 5.15342
C 4.90266 0.51700 -0.76398
C -3.43209 -0.23581 -1.89040
F -0.39750 1.60723 -1.56111
C -3.30971 1.49685 4.76064
H -2.40090 -5.42196 -4.65528
C -6.69187 3.04722 -2.73415
F 1.32949 2.53492 -0.37682
H 2.60722 3.81996 4.36149
C -4.81104 4.15773 -1.42142
H -1.61247 -0.23343 1.84703
*
```

orbital gap	8.36	eV
relative energy (zero: lowest compared OMol25 entry of this formula, charge and spin)	0.0	kJ/mol


# 3
This record from the Open Molecules 2025 dataset describes a cluster of 11 separate species, C26H74N4O11 in total at a distorted geometry. The level of theory is ωB97M-V/def2-TZVPD.

Geometry as ORCA input:
```
! wB97M-V def2-TZVPD RIJCOSX def2/J DEFGRID3
* xyz 0 1
H -3.63585 1.46052 0.85203
H 5.15935 -2.97387 -2.72664
H -1.80202 0.98322 4.62037
H -2.67747 -2.93719 5.18987
N -1.72161 0.68609 -3.79533
N 2.26440 3.58529 -1.84500
H 2.51907 -6.11260 -2.36736
H -1.03957 3.14336 4.49297
H 3.22727 -1.08659 -3.64693
H -4.25824 5.33602 -0.41862
H 4.55330 -5.45794 -3.04276
H 1.88001 4.21286 -1.17027
H -2.49116 -1.04974 3.76478
H -0.81752 -4.70802 -2.57078
H -3.47061 3.22242 -0.66061
O -1.07103 2.60503 3.69270
H 1.35676 0.43184 -6.60245
H -1.51284 0.39826 -0.40374
C 4.04443 -4.78648 -2.34256
H 0.91952 -5.00974 5.19456
H -0.79042 4.63170 -1.17117
H -1.76440 -2.33702 -0.91009
H -0.00845 -0.65603 3.88216
C -1.22206 1.83779 -4.45238
H -0.59289 -0.85241 0.41581
C -0.46146 3.33622 2.59968
C 2.93485 0.46239 -5.10922
H -5.44895 -0.25244 0.59626
C -1.93359 -1.03267 4.71283
O 0.32329 -0.47959 -2.10672
O -1.90999 2.55769 -5.13143
H -5.34761 -0.78218 2.29084
H 3.60055 -2.30844 3.92301
H -1.13647 3.16354 1.75460
C 2.06172 -3.71413 4.27063
H -1.38001 -5.62370 -0.47995
H 0.63955 1.38421 -1.25213
H -1.10519 0.12082 -3.21043
H 2.74008 0.05193 -0.96699
H 2.15008 -1.62974 4.73129
O 4.35614 0.70599 -5.07274
H -0.00144 -1.24466 5.55673
H 2.10784 0.45514 0.61373
H -1.92501 -2.55536 -2.66220
C 2.38109 0.78089 -6.46730
C -1.55558 3.89305 -1.43963
H -2.07096 -2.04683 6.61096
H 2.75651 -4.55182 4.16432
O -5.68017 1.51235 3.46843
O 0.50701 -3.25247 -1.89916
H -3.60586 -1.58271 5.88619
H 3.25716 -2.65499 5.64969
H -0.36524 0.77108 0.96700
H 1.95230 3.62405 -2.78662
H -3.38182 0.89397 2.51530
H -1.13904 2.89229 -1.31828
H -3.59060 2.57821 2.21169
H 1.66298 -1.19877 -4.35800
H 1.09572 1.81381 2.57947
C 1.88512 -0.10627 -0.30081
H 4.43569 -4.97104 -1.33958
H -5.99834 2.07760 1.49361
O 1.08836 -4.06761 5.23231
H 3.12561 -1.70638 -5.28466
C -5.79147 -0.04940 1.61030
O -2.05814 0.30765 5.27707
H 1.06710 2.77415 1.15225
C -0.67438 -4.00839 -1.73523
O 2.59585 -5.15366 -2.34649
C 4.13579 -3.34362 -2.75236
C 0.92414 2.83807 2.24062
H 0.32803 3.12613 -4.00989
H -6.63334 1.42824 3.60427
C -5.41157 1.34698 2.07477
H 3.50847 -2.73693 -2.09563
C 2.70475 -0.96237 -4.60058
C 0.57463 0.34169 -0.93548
H 0.22263 5.03135 3.75176
C -0.59110 -4.86834 -0.47662
H 1.25017 -3.89296 -2.07333
H 1.73795 3.43069 2.67260
H -0.28264 -2.35724 4.18090
O -3.45995 5.25776 -0.94521
H -0.16402 5.40030 2.05024
H -6.87734 -0.17771 1.64321
C -0.46604 4.81828 2.92384
H -2.47457 4.09201 0.48564
H 3.36892 3.41833 0.45744
C -2.60408 -1.95451 5.66676
C -2.77651 4.07193 -0.57585
N 3.82599 2.83256 -0.20658
C 2.82401 -2.47911 4.66515
H 2.39015 1.86133 -6.59523
H 1.61607 -3.60363 3.26883
C -0.47236 -1.36444 4.58514
H 0.54675 1.52549 -3.38933
C -0.55089 0.18755 0.06352
H -1.75659 4.01687 -2.50747
N 0.11051 2.15080 -4.03794
C -1.84122 -3.07944 -1.70941
H 1.82463 -1.16753 -0.06066
C 3.39982 2.82083 -1.55118
H 0.46425 -1.44176 -1.88639
H 2.49166 1.09607 -4.33024
H 0.40568 -5.29808 -0.37890
H -2.76331 -3.61814 -1.47960
H -2.55549 0.26546 -4.16308
O 4.02379 2.18903 -2.44234
H -0.72424 -4.27381 0.43941
H 2.99487 0.29084 -7.22694
H -1.45497 5.17277 3.21946
H 4.61471 2.26770 0.01143
H 4.54885 1.21859 -4.27580
H 3.75885 -3.22553 -3.76771
C -3.94710 1.59698 1.88957
*
```

orbital gap	9.55	eV
SMILES string	NC(N)=O.NC(N)=O.CC(C)O.CC(C)O.CC(C)O.CC(C)O.CC(C)O.CC(C)O.CCO.CCO.CCO
relative energy (zero: lowest compared OMol25 entry of this formula, charge and spin)	0.0	kJ/mol